Below is 6 unconnected molecules or ions with the total composition C32H81N5O12 in a non-equilibrium geometry, with properties calculated with wB97M-V/def2-TZVPD.

Geometry as XYZ:
```
130
Properties=species:S:1:pos:R:3:forces:R:3
C -1.215 -0.772 6.341 -0.389 -0.633 0.830
O -2.502 -0.904 5.768 0.620 -1.033 -0.821
C -2.372 -1.340 4.403 -0.095 0.266 -0.138
C -3.655 -0.951 3.684 0.053 -1.433 -0.070
N -3.536 -1.465 2.325 0.854 0.353 -0.702
C -4.546 -1.040 1.372 -0.684 0.500 1.299
C -4.314 -1.555 -0.021 0.218 -1.000 1.356
O -3.196 -0.863 -0.504 0.910 -0.872 -0.992
C -2.457 -1.510 -1.576 -0.106 0.959 0.910
H -0.798 0.155 5.947 0.719 -0.200 0.066
H -0.592 -1.694 6.251 -0.159 0.703 -0.675
H -1.327 -0.718 7.427 -0.223 0.491 -0.072
H -2.208 -2.450 4.253 -0.138 0.973 0.634
H -1.508 -0.834 3.909 -0.519 -0.194 0.407
H -3.895 0.098 3.853 0.193 0.429 -0.439
H -4.456 -1.518 4.157 -0.270 0.049 0.195
H -2.635 -1.185 1.933 0.043 -0.094 0.152
H -4.660 0.041 1.408 0.112 0.542 -0.438
H -5.486 -1.392 1.773 -0.583 -0.405 -0.175
H -5.156 -1.301 -0.657 -0.437 -0.504 -0.148
H -4.187 -2.687 0.192 0.108 1.427 -1.161
H -3.071 -1.805 -2.434 -0.232 0.191 0.104
H -1.962 -2.410 -1.196 0.148 0.163 -0.036
H -1.741 -0.719 -1.864 -0.120 -0.853 0.053
C 8.734 -1.989 6.865 1.594 -0.244 0.412
O 7.582 -1.992 6.089 -0.683 0.021 -0.374
C 6.782 -3.150 6.360 1.327 -0.161 0.728
C 5.431 -3.043 5.744 -1.473 -0.597 -0.828
N 5.400 -3.341 4.274 -0.001 -0.770 2.129
C 4.170 -3.515 3.551 -0.882 -0.100 -0.068
C 4.216 -2.998 2.110 -0.210 0.582 0.214
O 4.650 -1.628 2.075 -0.364 -0.125 -0.975
C 4.577 -1.090 0.710 1.920 -2.284 1.403
H 8.530 -1.763 7.923 -0.143 0.138 -0.127
H 9.525 -1.252 6.505 -1.281 -0.895 0.143
H 9.176 -3.014 6.876 0.074 0.587 -0.142
H 6.663 -3.265 7.460 -0.074 0.279 -0.353
H 7.369 -4.045 6.059 -0.505 0.274 -0.222
H 4.992 -2.076 6.077 0.188 -0.153 -0.622
H 4.799 -3.788 6.254 0.164 -0.021 -0.254
H 5.960 -2.690 3.833 1.303 1.632 -1.144
H 3.308 -3.032 4.010 -0.111 0.394 0.414
H 3.895 -4.584 3.532 0.093 0.198 -0.212
H 3.217 -3.047 1.643 0.163 -0.188 0.300
H 4.854 -3.627 1.510 0.631 -0.216 -0.358
H 5.489 -1.423 0.146 -0.803 0.322 0.328
H 4.547 -0.053 0.789 0.075 1.787 0.171
H 3.703 -1.441 0.232 -1.047 -0.464 -0.622
C 1.056 -3.976 -1.460 -0.492 -1.433 -0.427
O 1.054 -3.101 -0.351 -0.419 -0.921 0.858
C 0.228 -3.683 0.712 0.937 1.264 -0.521
C 0.286 -2.813 1.950 0.570 1.140 -1.065
N -0.070 -1.381 1.656 0.724 -0.826 1.313
C 0.770 -0.540 2.568 -0.378 -1.487 1.022
C 0.423 0.899 2.550 0.314 0.683 -0.667
O 0.845 1.424 1.277 -0.099 -0.168 0.241
C 0.825 2.833 1.291 -0.908 0.397 -0.081
H 1.655 -3.598 -2.297 -0.306 0.323 0.436
H 0.011 -4.188 -1.804 0.639 0.478 0.028
H 1.452 -5.008 -1.228 -0.072 0.919 0.250
H 0.579 -4.687 0.931 -0.013 -0.240 0.040
H -0.800 -3.695 0.377 -0.419 -0.258 -0.310
H 1.245 -2.833 2.442 0.812 -0.176 -0.178
H -0.341 -3.248 2.668 -1.486 -0.454 1.065
H 0.261 -1.297 0.717 0.186 0.665 -0.818
H 1.852 -0.653 2.391 -0.192 -0.142 -0.009
H 0.549 -0.940 3.611 0.437 0.534 -1.086
H 0.941 1.501 3.301 0.161 -0.390 0.332
H -0.644 1.019 2.736 -0.346 0.246 -0.373
H 1.566 3.293 1.980 -0.425 -0.382 -0.266
H -0.209 3.136 1.520 0.293 0.327 0.473
H 0.951 3.210 0.284 0.501 -0.129 -0.268
C -2.928 2.563 -0.218 -0.792 -0.121 0.996
O -3.531 3.762 -0.645 0.011 1.357 0.788
C -3.743 3.826 -2.041 -1.191 -2.583 -0.050
C -4.490 5.097 -2.451 1.160 -0.394 1.102
N -5.841 5.112 -1.990 -1.207 0.675 0.847
C -6.587 6.297 -2.503 1.612 0.018 0.785
C -6.315 7.540 -1.681 0.415 1.027 0.325
O -6.792 7.290 -0.382 0.251 -0.004 0.420
C -6.443 8.196 0.640 0.573 1.335 -0.454
H -3.578 1.718 -0.492 0.032 -0.052 0.796
H -2.500 2.576 0.841 -1.571 0.249 -1.015
H -2.061 2.406 -0.749 2.191 -0.385 -1.702
H -4.353 2.856 -2.266 0.440 1.639 -0.153
H -2.807 3.637 -2.575 0.257 0.565 -0.102
H -4.512 5.212 -3.509 0.117 -0.332 -1.054
H -3.896 5.953 -2.102 0.169 0.082 0.206
H -5.887 5.141 -0.944 0.108 -0.106 -1.287
H -7.622 6.062 -2.476 -0.993 -0.044 -0.171
H -6.252 6.565 -3.504 -0.179 -0.493 -0.313
H -6.773 8.464 -2.107 -0.078 -0.551 0.074
H -5.229 7.777 -1.620 -0.334 -0.316 -0.155
H -5.414 8.680 0.627 -0.707 -1.081 -0.504
H -6.541 7.663 1.560 -0.106 -0.265 0.678
H -7.103 9.075 0.649 -0.225 -0.230 -0.024
C 4.790 0.919 -5.590 -1.153 -0.782 -0.012
O 3.645 0.065 -5.390 0.478 -1.298 -0.349
C 3.675 -1.191 -6.192 -0.417 1.896 -1.150
C 2.405 -1.998 -5.901 0.793 0.048 1.673
N 1.184 -1.281 -6.210 0.657 -0.659 -0.224
C 0.058 -2.150 -5.896 -0.771 2.522 1.967
C -1.169 -1.221 -5.891 0.112 0.720 -1.417
O -1.355 -0.702 -4.604 -0.031 1.668 1.855
C -2.262 0.447 -4.387 0.528 -1.509 -0.026
H 5.674 0.309 -5.688 0.531 -0.027 0.005
H 4.868 1.603 -4.758 0.013 -0.132 0.501
H 4.658 1.553 -6.453 -0.017 0.009 -0.674
H 4.599 -1.760 -6.092 0.069 -0.078 0.801
H 3.728 -0.854 -7.263 -0.462 -0.317 0.655
H 2.458 -2.343 -4.810 -0.147 0.705 -0.873
H 2.352 -2.965 -6.407 0.448 0.236 -0.538
H 1.114 -0.417 -5.675 0.178 -0.280 0.052
H 0.086 -2.391 -4.783 0.252 -0.945 -1.335
H -0.022 -2.962 -6.609 -0.011 -0.233 0.194
H -2.033 -1.796 -6.153 -0.871 -0.230 -0.440
H -1.007 -0.374 -6.627 -0.273 -0.947 0.517
H -1.871 1.435 -4.670 0.444 -0.426 0.326
H -2.638 0.381 -3.342 0.716 0.311 -0.731
H -3.099 0.267 -5.011 -1.120 -0.060 -0.730
O 0.814 -1.282 -2.775 -0.229 1.095 0.035
C 1.693 -0.330 -2.161 1.246 0.406 -2.167
C 1.073 1.060 -2.046 -0.046 -0.672 -0.133
O -0.210 1.105 -1.463 0.243 -0.245 0.879
H 0.055 -0.801 -3.196 0.797 -0.557 0.311
H 2.110 -0.739 -1.269 -0.351 -0.367 1.139
H 2.661 -0.198 -2.803 -1.589 -0.088 0.597
H 0.867 1.394 -3.032 0.198 0.413 -1.276
H 1.762 1.771 -1.598 0.236 0.034 0.269
H -0.043 0.971 -0.517 -0.405 0.002 0.196
```
Positions in Å, forces in eV/Å.

## Properties
HOMO energy = -8.5 eV
Charge = 0
HOMO-LUMO gap = 9.16 eV
SMILES = COCCNCCOC.COCCNCCOC.COCCNCCOC.COCCNCCOC.COCCNCCOC.OCCO
E = -66508.69325 eV
Lowest unoccupied orbital energy = 0.677 eV